# 1
{"formula": "C9H8ClNO3", "method": "ωB97M-V/def2-TZVPD", "elements": ["C", "C", "C", "C", "Cl", "C", "C", "C", "N", "O", "O", "C", "C", "O", "H", "H", "H", "H", "H", "H", "H", "H"], "xyz": [[-0.710, -0.754, 2.954], [-0.743, -0.887, 1.782], [-0.519, -1.130, 0.393], [-1.798, -0.852, -0.414], [-2.707, -2.254, -0.706], [-2.202, 0.347, -0.810], [-1.360, 1.441, -0.537], [-0.130, 1.246, -0.034], [0.692, 2.372, 0.314], [1.845, 2.182, 0.766], [0.218, 3.467, 0.102], [0.619, -0.130, 0.109], [1.547, -0.447, -1.005], [2.851, -0.126, -0.544], [-0.833, -0.405, 3.943], [-0.179, -2.083, 0.293], [-3.151, 0.454, -1.352], [-1.789, 2.438, -0.552], [1.204, -0.104, 1.028], [1.398, 0.113, -1.861], [1.620, -1.584, -1.082], [2.620, 0.761, -0.191]], "atomic_forces_ev_per_a": [[-0.52, 0.82, 1.69], [-0.64, -0.91, -0.23], [-0.88, 3.32, -0.54], [0.81, -0.97, 0.38], [-0.54, -0.54, -0.16], [-0.95, -1.06, -0.91], [0.83, 1.27, 1.29], [1.39, -1.59, -0.13], [0.79, 0.89, 0.00], [-1.60, 0.19, -0.61], [0.41, 0.31, 0.40], [-2.61, 1.48, 0.19], [1.86, -3.22, 1.68], [-0.12, 1.33, 0.14], [0.15, -0.21, 0.45], [0.76, -2.86, -0.71], [0.51, 0.06, 0.36], [0.35, 0.00, -0.26], [0.03, 0.06, -0.21], [-0.89, 0.50, -2.25], [-0.63, 1.43, -0.76], [1.50, -0.30, 0.19]], "lowdin_charge": [0.166, -0.118, -0.281, -0.615, 0.760, -0.099, 0.024, -0.080, -0.315, 0.054, 0.091, -0.194, -0.202, -0.067, 0.038, 0.109, 0.127, 0.136, 0.147, 0.108, 0.160, 0.052], "total_energy_ev": -29611.090, "e_lumo_ev": -1.3996, "homo_lumo_gap_ev": 8.148, "largest_force_ha_per_bohr": 0.0794, "mol_weight_g_mol": 213.62, "smiles": "C#C[C@H]1C(Cl)=CC=C([N+](=O)[O-])[C@@H]1CO"}


# 2
{"formula": "C9H8F10O4P", "method": "ωB97M-V/def2-TZVPD", "elements": ["O", "C", "O", "C", "O", "C", "C", "F", "F", "C", "F", "F", "C", "C", "C", "C", "O", "H", "H", "H", "H", "H", "H", "H", "H", "F", "P", "F", "F", "F", "F", "F"], "xyz": [[0.490, -2.844, 1.562], [-0.479, -1.909, 1.519], [-1.813, -1.968, 2.180], [-2.747, -1.318, 1.247], [-4.020, -1.633, 0.902], [-1.942, -0.053, 0.563], [-2.611, 1.285, -0.125], [-4.086, 1.194, -0.242], [-2.091, 1.589, -1.491], [-2.298, 2.537, 0.937], [-3.585, 2.835, 1.665], [-1.836, 3.762, 0.235], [-0.518, -0.457, 0.745], [0.704, 0.476, 0.175], [1.679, 1.125, 1.322], [3.001, 1.752, 0.510], [2.750, 1.942, -0.934], [-1.489, 2.145, 1.712], [0.236, 1.361, -0.442], [1.391, -0.241, -0.487], [2.129, 0.313, 2.050], [1.187, 2.030, 1.920], [3.309, 2.824, 0.928], [3.957, 1.057, 0.616], [2.982, 1.105, -1.440], [1.801, -2.283, -1.101], [0.815, -2.701, -2.233], [1.877, -3.741, -2.698], [0.256, -3.789, -1.267], [0.990, -1.159, -2.372], [-0.724, -2.465, -2.173], [0.687, -2.771, -3.784]], "atomic_forces_ev_per_a": [[-7.49, 7.03, 0.24], [4.17, -2.80, -0.41], [0.04, -0.18, -3.29], [-5.25, 0.66, -2.89], [8.97, 1.55, 3.32], [2.94, -3.13, 1.18], [-1.00, 0.10, -0.79], [4.48, -0.06, 0.14], [-1.47, -0.98, 4.27], [-0.80, 0.90, -0.13], [3.97, -0.61, -2.12], [-1.54, -3.55, 2.16], [-3.03, 2.07, -1.08], [0.18, -0.99, 0.54], [0.91, 0.34, -0.37], [0.74, 0.04, -0.10], [0.70, -1.27, 0.87], [-1.81, 1.39, -1.60], [0.95, -2.08, 1.04], [-1.85, 1.67, 1.31], [-1.27, 1.63, -1.34], [0.85, -2.17, -1.20], [-0.85, -2.35, -0.86], [-2.11, 1.29, 0.04], [-0.52, 1.44, 1.17], [2.98, -1.30, 5.01], [-0.27, -1.07, -0.56], [4.62, -3.08, 1.47], [1.06, -4.73, 2.92], [-0.81, 5.06, -3.25], [-4.45, 3.68, -1.13], [-3.04, 1.51, -4.57]], "lowdin_charge": [0.052, -0.141, 0.018, -0.167, 0.015, 0.062, -0.160, 0.006, 0.007, -0.063, -0.049, -0.033, 0.034, -0.122, -0.157, -0.232, -0.156, 0.172, 0.132, 0.119, 0.120, 0.110, 0.125, 0.127, 0.111, -0.157, -0.031, -0.146, -0.146, -0.158, -0.147, -0.145], "total_energy_ev": -54112.841, "total_charge": -1, "e_lumo_ev": 0.7093, "homo_lumo_gap_ev": 8.076, "largest_force_ha_per_bohr": 0.1998, "mol_weight_g_mol": 401.11}


# 3
{"formula": "C9H8N2", "method": "ωB97M-V/def2-TZVPD", "elements": ["C", "C", "C", "C", "C", "N", "C", "C", "N", "C", "C", "H", "H", "H", "H", "H", "H", "H", "H"], "xyz": [[-1.005, 1.048, -2.859], [0.316, 1.020, -2.564], [0.823, 0.441, -1.333], [-0.181, 0.118, -0.454], [0.257, -0.505, 0.883], [0.331, -1.716, 1.295], [0.829, -1.615, 2.553], [1.154, -0.409, 2.913], [0.848, 0.386, 1.850], [-1.558, 0.237, -0.724], [-1.909, 0.733, -1.879], [-1.400, 1.558, -3.751], [1.046, 1.240, -3.225], [1.732, 0.525, -1.177], [0.913, -2.651, 3.172], [1.539, 0.231, 3.873], [0.948, 1.458, 1.832], [-2.358, -0.332, 0.088], [-3.024, 0.873, -2.044]], "atomic_forces_ev_per_a": [[-0.35, 1.92, -0.92], [0.31, -2.31, 2.78], [-10.75, 1.63, -3.47], [0.88, -2.18, 2.61], [0.99, 3.82, -0.71], [-0.85, -0.01, -0.45], [0.17, -7.26, 2.58], [1.80, 5.44, 3.47], [-1.10, 1.33, -1.88], [-0.05, -3.52, 5.28], [-4.55, 0.86, -2.35], [0.47, -0.56, 0.18], [1.98, 1.12, -2.41], [8.55, 0.04, 1.87], [-0.06, 2.94, -1.43], [-0.90, -2.53, -2.35], [-0.44, -2.72, -0.19], [2.40, 2.19, -2.43], [1.50, -0.21, -0.18]], "lowdin_charge": [-0.096, -0.044, 0.029, -0.155, -0.289, 0.107, -0.238, -0.187, 0.065, -0.076, -0.155, 0.117, 0.067, 0.029, 0.146, 0.164, 0.187, 0.196, 0.133], "total_energy_ev": -12440.182, "e_lumo_ev": 0.8218, "homo_lumo_gap_ev": 9.589, "largest_force_ha_per_bohr": 0.2220, "mol_weight_g_mol": 144.18, "smiles": "c1ccc(-c2ncc[nH]2)cc1"}